1.
A 2-piece molecular cluster, C5H10NO overall at a distorted geometry, computed with ωB97M-V/def2-TZVPD.

Structure (XYZ):
```
17
Properties=species:S:1:pos:R:3:forces:R:3
O 0.991377 -0.502259 0.030960 0.6 0.0 -1.2
N -1.551181 -0.918107 0.628651 2.5 -0.3 2.4
C -2.480364 -0.927766 -0.560989 -0.3 -0.8 -0.9
C -2.011635 1.599278 0.067912 1.9 3.4 0.1
C 2.048757 -0.194445 -0.488579 1.2 0.6 -1.4
C -1.936901 0.330656 0.003868 -2.2 -3.6 -0.6
C 3.210305 0.211406 0.234891 2.7 1.6 4.5
H 3.670950 1.234978 0.099350 -1.2 -0.6 -0.7
H -3.487545 -1.418213 -0.455635 0.9 1.3 0.6
H -1.731989 -1.140044 1.678239 -0.5 0.5 -2.5
H 3.048817 0.206079 1.352255 0.0 -0.2 -1.0
H 4.149609 -0.349704 0.087136 -0.7 -0.5 -0.5
H -2.069775 -1.361235 -1.505308 0.3 0.5 1.0
H -1.393896 2.284112 0.679837 -0.5 -0.9 0.2
H -0.494211 -1.104159 0.473708 -1.6 0.2 -0.3
H 2.453759 -0.102117 -1.564869 -2.3 -0.8 0.3
H -2.416075 2.151536 -0.761428 -0.8 -0.2 -0.2
```
Positions in Å, forces in eV/Å.

molar mass = 100.14 g mol⁻¹
ΔE to the lowest compared entry with this formula, charge and spin = 94.27 kcal/mol
net charge = +1
E_LUMO = -3.2 eV

natural (NBO) atomic charges, in units of e: -0.62, -0.59, -0.24, -0.33, 0.50, 0.13, -0.78, 0.29, 0.27, 0.46, 0.24, 0.28, 0.25, 0.25, 0.49, 0.15, 0.25


2.
C5H47AlCl2FO21 as an isolated structure at a distorted geometry, computed with ωB97M-V/def2-TZVPD.

Structure (XYZ):
```
77
Properties=species:S:1:pos:R:3:forces:R:3
Cl 0.848288 3.029935 4.671120 0.2 0.1 0.1
Cl -2.533621 0.551985 0.343402 0.1 0.0 0.3
Al -0.671278 0.118804 1.538816 0.0 -0.4 -0.2
F 4.398247 1.113487 1.451302 0.3 0.2 0.1
O 1.105900 0.439203 4.244798 -0.5 1.4 0.1
O -5.088134 -4.021647 -10.016396 -0.1 0.1 -0.3
O -5.634985 2.028722 1.334712 0.0 0.2 0.1
O 0.695368 -0.284127 -2.967192 0.2 -0.2 -0.3
O -3.749096 -2.570465 -7.969577 0.0 0.2 0.0
O -2.683674 -2.859736 4.634894 -0.1 -0.2 0.1
O -0.989546 -4.852145 5.994847 0.0 0.0 0.1
O -2.820497 0.420100 -7.234693 -0.1 -0.1 -0.1
O -0.723708 4.982228 7.370424 0.1 0.0 0.1
O -0.669308 -1.570896 2.125506 -0.3 0.6 0.2
O 5.602490 1.735404 -1.213047 0.4 0.1 0.1
O 4.525007 6.382831 0.052666 -0.1 0.1 0.1
O 1.415101 -3.268936 0.259441 -0.3 -0.2 -0.2
O -2.344733 2.842167 -8.622614 -0.1 0.0 0.0
O -4.385590 -5.511262 4.526488 0.0 0.0 0.2
O 2.946828 1.696419 -2.135351 -0.4 0.2 -0.4
O -4.391262 -1.335083 2.606520 0.1 0.0 -0.1
O 5.652289 -2.970267 1.117576 0.1 -0.1 0.1
O -1.612682 0.899650 -4.692238 -0.1 0.0 0.0
O 3.120672 -2.446309 2.706559 0.4 -0.3 0.3
O 3.333871 4.356825 1.825458 0.3 0.4 0.1
C 0.872501 0.493218 0.352526 -0.2 -0.3 0.7
C 3.093679 1.322509 0.951715 -1.4 -0.2 -0.3
C 2.233187 0.096722 0.972121 0.0 0.1 -0.4
C 0.408092 1.377201 3.969892 0.2 -1.7 -0.2
C -0.800829 1.376916 3.131360 0.4 0.2 -0.1
H 3.109488 1.693089 -0.064879 0.7 0.0 -0.2
H -0.275982 4.354365 6.792028 0.0 -0.1 -0.1
H -2.151422 1.035554 -3.903584 0.2 -0.1 0.2
H -4.242863 -2.659604 -8.793755 0.0 -0.3 0.1
H 3.959796 6.966097 -0.459301 0.0 0.0 0.0
H 3.359543 1.057078 -2.720884 0.0 -0.1 0.1
H -0.136896 -2.073706 1.508497 0.1 -0.3 -0.2
H -4.035261 -1.815993 3.359538 0.0 -0.1 0.2
H 0.790783 -0.004901 -0.603021 -0.2 0.1 -0.3
H 3.910680 5.854775 0.584261 0.0 -0.3 -0.2
H -6.072597 1.577634 2.061188 0.0 -0.1 0.0
H 2.141652 -0.299075 1.973176 0.0 -0.1 0.3
H -1.618815 1.035369 3.760038 -0.2 -0.2 0.1
H -2.012153 -2.767924 3.944315 0.1 0.2 -0.2
H 2.681202 -0.671711 0.354302 0.2 -0.3 0.0
H 5.488190 1.548619 -0.271501 -0.2 -0.1 0.0
H -2.226313 -3.332615 5.342970 0.1 0.0 -0.1
H -0.536530 5.837269 6.975608 0.0 0.1 0.0
H -2.636911 -0.110110 -6.446875 0.1 0.2 0.1
H 0.410354 0.119404 -3.794739 -0.2 0.1 0.1
H 3.229988 2.548256 -2.476610 0.1 0.1 0.1
H 3.935935 4.899353 2.346689 -0.1 -0.1 0.2
H -2.024477 0.328530 -7.770358 0.0 -0.1 -0.1
H -3.985836 -1.700000 -7.633715 0.1 0.1 0.0
H -3.960613 -4.653292 4.666848 0.1 0.1 -0.3
H -4.712847 1.759053 1.429194 0.1 -0.1 -0.2
H -1.037884 2.374303 2.787422 -0.1 0.3 0.1
H -2.921882 2.284742 -8.083464 0.1 -0.1 0.1
H 3.632644 -1.661951 2.931161 -0.2 0.2 -0.1
H 6.183955 -2.198371 1.327719 0.0 0.1 -0.1
H 2.469172 -2.505437 3.413967 -0.1 0.1 -0.1
H -2.940065 3.419407 -9.106547 0.0 0.1 0.0
H 0.622976 -1.228775 -3.132960 -0.1 -0.1 0.1
H -1.238365 -5.344637 6.781906 -0.1 0.0 0.0
H 3.737127 3.481369 1.838351 0.0 0.0 -0.1
H 5.001479 -3.021217 1.829179 -0.2 0.0 -0.1
H 1.609636 -3.811328 1.027874 0.1 0.1 0.1
H -5.156140 -4.965912 -10.178883 0.1 -0.1 0.1
H -5.369432 -3.614755 -10.841371 0.0 0.0 0.0
H -4.816385 -5.706705 5.361780 -0.1 0.0 0.0
H 6.195540 2.491580 -1.238593 0.0 0.0 0.0
H -0.029808 -4.899402 5.969458 0.0 0.1 -0.1
H -3.644866 -1.310805 1.993069 -0.1 0.2 -0.1
H 0.863439 1.561675 0.138498 0.0 0.2 -0.2
H 2.560533 2.071963 1.528891 0.3 0.2 0.6
H -1.940561 1.545670 -5.327050 0.1 0.1 0.0
H 2.218060 -3.301325 -0.267457 0.1 0.1 0.0
```
Positions in Å, forces in eV/Å.

molar mass = 560.30 g mol⁻¹
net charge = -1
E_LUMO = 1.7 eV

Mulliken atomic charges, in units of e: -0.33, -0.56, -0.16, -0.47, -0.48, -0.63, -0.64, -0.51, -0.61, -0.70, -0.59, -0.71, -0.63, -0.21, -0.57, -0.64, -0.58, -0.63, -0.63, -0.55, -0.64, -0.63, -0.69, -0.58, -0.70, -0.49, -0.37, 0.06, 0.56, -0.79, 0.43, 0.33, 0.33, 0.32, 0.33, 0.25, 0.18, 0.40, 0.17, 0.39, 0.30, -0.09, 0.39, 0.27, 0.15, 0.33, 0.31, 0.30, 0.36, 0.24, 0.23, 0.32, 0.35, 0.33, 0.36, 0.33, 0.40, 0.34, 0.30, 0.30, 0.24, 0.31, 0.26, 0.29, 0.38, 0.33, 0.24, 0.29, 0.31, 0.30, 0.29, 0.28, 0.23, 0.53, 0.20, 0.35, 0.29


Number 1: E_tot -326.13158 Ha. Number 2: E_tot -3061.65257 Ha.